[1]
The following is a quantum chemistry calculation of a cluster of 2 separate species, C5H9NO2 in total at a distorted geometry, from OMol25.

Values from the calculation:
Frontier orbital gap, eV: 9.2
Energy above the lowest of the compared OMol25 structures with the same formula, charge and spin, kcal/mol: 31.3
E_LUMO, eV: 0.8
E_HOMO, eV: -8.36

Element x y z (Å)
1 C -1.2807 -0.0369 1.4612
2 C -1.0034 0.6280 0.1454
3 C -1.8619 0.2218 -1.0157
4 C -0.0612 1.5202 0.0186
5 O 0.8105 2.2994 -0.1008
6 H -1.7577 -1.0130 1.3274
7 H -1.9415 0.5873 2.0705
8 H -0.3520 -0.2048 2.0183
9 H -2.7142 0.9012 -1.1140
10 H -1.2922 0.2434 -1.9516
11 H -2.2457 -0.7963 -0.8954
12 N 2.7395 -0.5033 0.1579
13 C 1.9446 -1.0079 -0.8222
14 O 1.1029 -1.8711 -0.6252
15 H 2.5593 -0.8010 1.1073
16 H 3.2389 0.3663 0.0204
17 H 2.1149 -0.5334 -1.8023

[2]
The following is a quantum chemistry calculation of a cluster of 2 separate species, C2H5BrClPS in total at a distorted geometry, from OMol25.

Values from the calculation:
Frontier orbital gap (spin up / spin down), eV: 8.0 / 9.0
E_LUMO (spin up / spin down), eV: 0.7 / -0.8
2S+1: 3
E_HOMO (spin up / spin down), eV: -7.25 / -9.78

Element x y z (Å)
1 C -0.4617 1.4672 -0.0193
2 C 1.9267 -0.1669 -0.9114
3 P -1.3203 -1.1399 1.2631
4 S -1.5871 0.1447 -0.4027
5 Cl 1.2320 -1.7156 -0.8421
6 Br 3.1978 0.4153 0.2646
7 H -0.3587 2.3292 -0.5518
8 H -0.2005 1.7170 0.9242
9 H 2.0937 0.2937 -1.9861
10 H -2.6218 -1.1016 1.6676
11 H -1.9003 -2.2429 0.5938

[3]
The following is a quantum chemistry calculation of a cluster of 7 separate species, C28H77N7O7 in total at a distorted geometry, from OMol25.

Values from the calculation:
Frontier orbital gap, eV: 8.8
Energy above the lowest of the compared OMol25 structures with the same formula, charge and spin, kcal/mol: 99.1
E_LUMO, eV: 0.6
E_HOMO, eV: -8.24

Element x y z (Å)
1 C -10.0926 -11.5495 8.9915
2 O -8.8393 -11.8911 9.6841
3 C -7.5907 -11.5465 9.0403
4 C -7.0173 -12.6317 8.0446
5 C -6.2949 -13.8733 8.7875
6 N -6.1048 -12.0853 7.0602
7 H -10.9255 -11.5384 9.6945
8 H -10.3713 -12.3430 8.2981
9 H -9.9913 -10.6360 8.4056
10 H -7.5696 -10.5751 8.5463
11 H -6.9179 -11.4606 9.8936
12 H -7.9106 -13.0358 7.5685
13 H -5.5318 -13.5444 9.4929
14 H -5.7756 -14.6545 8.2323
15 H -7.0612 -14.3769 9.3768
16 H -6.5964 -11.3418 6.5853
17 H -5.2943 -11.7096 7.5313
18 C -9.0378 -10.7726 5.1390
19 O -10.1474 -11.1034 4.2474
20 C -10.8827 -12.2201 4.7318
21 C -10.2306 -13.5697 4.5915
22 C -9.7422 -13.8432 3.1525
23 N -11.0235 -14.7429 4.8377
24 H -8.6717 -9.7759 4.8927
25 H -8.2109 -11.4828 5.1389
26 H -9.4476 -10.6746 6.1443
27 H -11.2294 -12.1454 5.7625
28 H -11.7997 -12.1206 4.1511
29 H -9.3924 -13.5344 5.2873
30 H -10.5305 -13.7746 2.4029
31 H -9.1305 -14.7292 2.9823
32 H -9.1937 -12.9984 2.7358
33 H -10.3276 -15.4608 4.6946
34 H -11.7948 -14.8067 4.1887
35 C -6.5631 -14.6794 1.3259
36 O -7.7912 -14.9992 0.6197
37 C -7.5955 -15.5897 -0.7375
38 C -8.4493 -14.8215 -1.7760
39 C -9.9617 -14.8721 -1.3675
40 N -8.4163 -15.4760 -3.0856
41 H -6.8787 -14.2245 2.2647
42 H -6.0120 -13.9209 0.7698
43 H -6.0579 -15.6447 1.3594
44 H -6.5467 -15.6958 -1.0149
45 H -7.9460 -16.6208 -0.6920
46 H -8.2068 -13.7632 -1.8724
47 H -10.5423 -14.2959 -2.0879
48 H -10.1038 -14.4111 -0.3901
49 H -10.3838 -15.8767 -1.3958
50 H -8.3274 -16.4519 -2.8411
51 H -7.5061 -15.2871 -3.4804
52 C -13.6472 -14.0132 2.7907
53 O -13.0035 -15.2091 3.0483
54 C -12.5723 -15.8610 1.8390
55 C -12.4588 -17.3984 2.1276
56 C -11.8427 -18.1822 1.0226
57 N -13.7800 -17.9636 2.4346
58 H -13.1448 -13.4135 2.0317
59 H -13.8728 -13.3736 3.6441
60 H -14.6573 -14.2609 2.4644
61 H -13.3680 -15.7007 1.1114
62 H -11.6052 -15.4478 1.5525
63 H -11.9001 -17.4826 3.0597
64 H -12.3925 -17.9523 0.1099
65 H -11.8242 -19.2475 1.2524
66 H -10.8159 -17.8382 0.8981
67 H -13.6415 -18.8753 2.8466
68 H -14.2006 -17.4697 3.2087
69 C -10.4591 -20.3530 3.6867
70 O -9.1988 -19.8377 4.1197
71 C -9.2355 -18.7983 5.0880
72 C -7.8795 -18.2179 5.0900
73 C -7.6962 -17.1818 6.1554
74 N -7.7914 -17.5654 3.7588
75 H -11.1290 -19.5748 3.3212
76 H -10.9617 -20.8681 4.5054
77 H -10.3246 -21.0720 2.8786
78 H -9.9536 -17.9852 4.9819
79 H -9.3524 -19.2508 6.0727
80 H -7.1253 -19.0013 5.1650
81 H -7.9447 -17.5643 7.1454
82 H -8.3518 -16.3401 5.9322
83 H -6.7309 -16.6760 6.1728
84 H -6.9022 -17.1905 3.4606
85 H -8.0906 -18.2686 3.0984
86 C -7.1425 -3.7759 3.3035
87 O -8.2891 -4.5892 3.4901
88 C -8.3678 -4.8613 4.9260
89 C -9.5156 -5.9695 5.1698
90 C -9.1950 -7.2677 4.4727
91 N -10.6699 -5.4343 4.6656
92 H -7.2150 -2.7591 3.6893
93 H -7.0704 -3.8249 2.2169
94 H -6.3516 -4.2426 3.8907
95 H -7.4635 -5.2846 5.3633
96 H -8.6623 -3.9496 5.4460
97 H -9.8261 -6.1006 6.2064
98 H -8.4572 -7.7630 5.1038
99 H -8.9717 -7.0899 3.4208
100 H -10.0969 -7.8483 4.6667
101 H -10.9042 -4.6573 5.2668
102 H -10.5326 -4.9925 3.7678
103 C -11.3603 -6.8128 0.2957
104 O -12.0577 -8.0808 0.4810
105 C -11.4923 -8.9434 1.5296
106 C -12.0663 -10.3423 1.3434
107 C -11.3831 -11.1558 0.1725
108 N -13.5350 -10.3245 1.2161
109 H -10.2843 -6.9790 0.2437
110 H -11.5497 -6.3985 1.2860
111 H -11.6680 -6.2698 -0.5979
112 H -10.4049 -8.9291 1.6041
113 H -11.8961 -8.6190 2.4886
114 H -11.8895 -10.7459 2.3404
115 H -12.0016 -12.0075 -0.1106
116 H -10.4855 -11.5858 0.6169
117 H -11.0545 -10.5170 -0.6473
118 H -13.9489 -9.8749 2.0202
119 H -13.7789 -9.8040 0.3857

[4]
The following is a quantum chemistry calculation of a cluster of 3 separate species, C22H32O6S3 in total at a distorted geometry, from OMol25.

Values from the calculation:
Frontier orbital gap, eV: 6.5
E_LUMO, eV: -1.2
E_HOMO, eV: -7.79

Element x y z (Å)
1 C -1.0099 0.0816 0.5975
2 C 0.0898 0.6895 -0.0179
3 C 1.3448 -0.0046 -0.4232
4 O 2.0517 0.5026 -1.2763
5 O 1.6539 -1.2102 0.1735
6 C 2.6315 -1.1356 1.2162
7 S 2.4720 0.3498 2.3076
8 C 4.0317 -1.0396 0.5472
9 C 4.2656 -1.8550 -0.4639
10 C 2.6421 -2.4033 2.0966
11 C 1.2688 -2.8881 2.5836
12 C 0.4423 -3.5597 1.4907
13 C 0.9031 -4.6699 0.8238
14 C 0.1320 -5.2035 -0.1850
15 C -1.0618 -4.6093 -0.5055
16 C -1.5332 -3.5175 0.1757
17 C -0.7634 -2.9830 1.1874
18 H -1.1624 0.1899 1.6811
19 H -1.8011 -0.4604 0.0732
20 H 0.0330 1.7637 -0.2376
21 H 1.1421 0.5616 2.4158
22 H 4.7708 -0.3403 0.9264
23 H 5.1457 -1.7880 -1.0949
24 H 3.5632 -2.6550 -0.6878
25 H 3.2566 -2.1555 2.9682
26 H 3.1709 -3.2225 1.6009
27 H 1.4691 -3.6831 3.3188
28 H 0.6912 -2.1313 3.1206
29 H 1.8688 -5.0796 1.1057
30 H 0.4648 -6.0653 -0.7536
31 H -1.6575 -5.0266 -1.3136
32 H -2.4754 -3.0259 -0.0311
33 H -1.1115 -2.1058 1.7198
34 O -3.8024 -3.1817 -4.3775
35 S -3.5477 -2.4460 -3.1660
36 O -3.8451 -2.9982 -1.8675
37 C -1.8496 -1.8810 -3.1856
38 C -1.9099 -0.5281 -3.8867
39 C -3.1390 0.1865 -3.3112
40 C -4.2977 -0.8195 -3.3102
41 H -1.2277 -2.6092 -3.7011
42 H -1.5228 -1.7756 -2.1498
43 H -0.9969 0.0443 -3.7270
44 H -2.0359 -0.6704 -4.9627
45 H -2.9270 0.5059 -2.2879
46 H -3.3939 1.0769 -3.8847
47 H -4.9722 -0.6632 -2.4717
48 H -4.8557 -0.7917 -4.2444
49 O -0.2152 3.4818 0.8525
50 S 0.0624 4.3015 2.0065
51 O -0.0678 3.7855 3.3448
52 C 1.6836 5.0274 1.8087
53 C 1.4248 6.3305 1.0597
54 C 0.1825 6.9495 1.7135
55 C -0.8612 5.8353 1.8610
56 H 2.3300 4.3377 1.2695
57 H 2.0840 5.2168 2.8045
58 H 2.2843 6.9973 1.1114
59 H 1.2225 6.1215 0.0066
60 H 0.4461 7.3398 2.6988
61 H -0.2106 7.7796 1.1280
62 H -1.4749 5.9658 2.7489
63 H -1.4960 5.7606 0.9797

[5]
The following is a quantum chemistry calculation of a structure of composition C2H4N4O2 at a distorted geometry, from OMol25.

Values from the calculation:
Frontier orbital gap, eV: 9.2
Energy above the lowest of the compared OMol25 structures with the same formula, charge and spin, kcal/mol: 93.5
E_LUMO, eV: 0.2
E_HOMO, eV: -9.04

Element x y z (Å)
1 C -1.1509 0.4529 -0.1453
2 C 0.8670 1.2189 -0.2044
3 H -3.4563 0.7054 -0.3102
4 H -2.6210 -1.0316 0.1910
5 H 2.2749 -0.7567 0.8987
6 H 2.6197 -1.5015 -0.4504
7 N -2.4727 0.0356 0.2627
8 N -0.4142 1.5205 -0.1461
9 N 0.9478 -0.3334 -0.3675
10 N 1.8427 -1.2083 0.0795
11 O 1.9815 1.5729 0.2390
12 O -0.4186 -0.6750 -0.0472

[6]
The following is a quantum chemistry calculation of the molecule C18H33NO5 at a distorted geometry, from OMol25.

Values from the calculation:
Frontier orbital gap, eV: 10.1
E_LUMO, eV: 0.5
E_HOMO, eV: -9.62

Element x y z (Å)
1 H -2.6991 -2.6135 -2.4470
2 N -1.6579 -2.8130 -2.4126
3 C -1.1099 -2.2823 -1.2474
4 C 0.4965 -2.4825 -1.0002
5 C 1.3800 -1.1090 -0.9417
6 C 2.8586 -1.7033 -0.4330
7 C 2.9400 -1.8963 1.2053
8 C 3.9447 -0.8209 1.9410
9 C 3.2805 -0.0068 3.1991
10 O 2.2469 -0.7420 3.9447
11 C 0.9059 -0.1641 3.7597
12 O 1.0942 -0.0652 0.0520
13 C 2.0634 1.0085 -0.3492
14 O 2.6940 1.9189 0.3972
15 O 2.3308 1.0411 -1.8259
16 C 1.5530 -0.1576 -2.2613
17 C 0.3485 0.0121 -3.3490
18 C -0.9608 0.8529 -2.8537
19 C -0.6539 2.2158 -2.0003
20 C -2.0446 3.1455 -2.0088
21 C -3.3040 2.4156 -1.2436
22 C -3.0557 2.0959 0.3446
23 C -3.0306 0.4843 0.7071
24 O -3.8514 0.1124 1.8701
25 C -3.1077 -0.7274 2.8220
26 H -1.8622 -1.7296 -0.5262
27 H 0.6181 -3.0344 0.0348
28 H 0.8926 -3.2534 -1.8200
29 H 2.9038 -2.8064 -0.8873
30 H 3.7665 -1.1306 -0.8985
31 H 3.4317 -2.9699 1.3808
32 H 1.8661 -1.9620 1.6698
33 H 4.8726 -1.4262 2.3858
34 H 4.4284 -0.0891 1.1325
35 H 2.9355 1.0817 2.8572
36 H 4.1673 0.1915 3.9731
37 H 0.8115 0.5918 2.8687
38 H 0.4744 0.2906 4.7739
39 H 0.1662 -1.0639 3.4987
40 H 2.3824 -0.7402 -2.8927
41 H 0.7459 0.4675 -4.3640
42 H -0.0355 -1.0896 -3.6027
43 H -1.7563 0.2369 -2.2455
44 H -1.5268 1.2047 -3.8448
45 H -0.5334 1.8872 -0.8591
46 H 0.2672 2.8080 -2.4129
47 H -2.3257 3.4627 -3.1005
48 H -1.7632 4.0985 -1.3521
49 H -3.6566 1.4212 -1.7525
50 H -4.2180 3.1683 -1.3151
51 H -3.9715 2.5791 0.9354
52 H -2.0833 2.5714 0.7975
53 H -1.9252 0.1018 0.9376
54 H -3.4202 -0.1632 -0.2112
55 H -3.7979 -1.3339 3.5649
56 H -2.3980 -1.5293 2.3047
57 H -2.3846 0.0084 3.4222

[7]
The following is a quantum chemistry calculation of a cluster of 5 separate species, C5H20N10O5 in total at a distorted geometry, from OMol25.

Values from the calculation:
Frontier orbital gap, eV: 10.0
Energy above the lowest of the compared OMol25 structures with the same formula, charge and spin, kcal/mol: 23.9
E_LUMO, eV: 0.5
E_HOMO, eV: -9.43

Element x y z (Å)
1 N -1.4761 -4.8405 -0.9545
2 C -0.9108 -3.6220 -0.7015
3 N -1.5031 -2.9358 0.3173
4 O 0.0538 -3.2111 -1.3471
5 H -1.9041 -5.3766 -0.2259
6 H -1.1430 -5.3076 -1.7787
7 H -1.2769 -1.9718 0.4986
8 H -2.2421 -3.4034 0.8011
9 N -1.4146 3.5805 -3.2815
10 C -2.6641 3.9398 -2.8839
11 N -3.5689 4.2792 -3.8552
12 O -3.0127 3.8114 -1.7075
13 H -0.8752 3.1601 -2.5462
14 H -0.9817 3.9712 -4.0971
15 H -4.5458 4.1571 -3.6926
16 H -3.1593 4.4875 -4.7472
17 N 2.5547 -1.5536 0.1219
18 C 3.5221 -0.7133 -0.3104
19 N 4.6796 -0.6299 0.4034
20 O 3.3579 -0.0260 -1.3368
21 H 2.9120 -2.2900 0.7057
22 H 1.7131 -1.5724 -0.4420
23 H 4.8509 -1.3833 1.0447
24 H 5.4016 -0.0871 -0.0308
25 N 0.0046 -0.9626 5.0506
26 C -0.4020 -0.4698 3.8218
27 N 0.1832 -1.0297 2.7278
28 O -1.3181 0.3420 3.7413
29 H 0.2212 -0.2144 5.6954
30 H 0.7074 -1.6805 5.0155
31 H 0.9598 -1.6560 2.7397
32 H 0.0411 -0.4310 1.9160
33 N -0.9180 1.9756 -0.3913
34 C 0.1387 1.1797 -0.0940
35 N 1.2785 1.8564 0.2522
36 O 0.0449 -0.0484 -0.0164
37 H -0.8620 2.9739 -0.4725
38 H -1.7743 1.5730 -0.7291
39 H 2.0830 1.2821 0.4192
40 H 1.2447 2.8475 0.3699

[8]
The following is a quantum chemistry calculation of a cluster of 12 separate species, H24O12 in total, from OMol25.

Values from the calculation:
Frontier orbital gap, eV: 10.8
Energy above the lowest of the compared OMol25 structures with the same formula, charge and spin, kcal/mol: 68.9
E_LUMO, eV: 0.1
E_HOMO, eV: -10.67

Element x y z (Å)
1 O 0.6269 -0.1589 0.1892
2 H 0.0533 -0.9152 0.3566
3 H 1.3236 -0.2422 0.8501
4 O -1.5479 3.0295 0.9138
5 H -1.5365 2.3933 1.6377
6 H -2.4555 3.0006 0.5905
7 O 2.0036 -3.7882 0.9514
8 H 1.2266 -3.8529 0.3847
9 H 2.1359 -4.6877 1.2716
10 O 3.9377 -1.3423 0.0083
11 H 3.7770 -0.4171 0.2255
12 H 4.1853 -1.7411 0.8501
13 O 0.8861 3.1284 -1.4154
14 H 1.2965 2.3380 -1.0470
15 H 0.9397 2.9978 -2.3689
16 O 0.1431 -0.4060 -2.7218
17 H -0.7608 -0.7390 -2.7555
18 H 0.5168 -0.6552 -3.5746
19 O 2.7853 0.1984 -3.7776
20 H 3.5094 -0.4162 -3.6135
21 H 3.0300 0.9872 -3.2807
22 O 1.1949 3.0138 3.3658
23 H 1.2134 2.4690 4.1607
24 H 1.2890 2.3806 2.6453
25 O -4.2911 -1.2911 -0.0444
26 H -4.5584 -0.5094 0.4521
27 H -5.0041 -1.9213 0.1089
28 O -3.4411 1.2074 0.5413
29 H -2.9532 1.1781 -0.2894
30 H -4.2542 1.6750 0.3194
31 O -1.4379 -0.0756 3.2633
32 H -1.6732 0.8513 3.1436
33 H -2.2558 -0.5509 3.0787
34 O -0.6395 -3.2483 -1.2541
35 H -0.7391 -3.2682 -2.2125
36 H -0.0641 -2.4919 -1.0937